[1]
Molecular formula: C42H37AuN5O6S2
Method: DFT, ωB97M-V/def2-TZVPD

DFT total energy = -89250.9147 eV
Multiplicity = 3
Energy relative to the best compared isomer or geometry (same formula, charge and spin) = 0.0 kcal/mol
Net charge = -1

The geometry in XYZ format:
```
93
C42H37AuN5O6S2 | OMol25 | ωB97M-V/def2-TZVPD
Au 1.3122 0.3431 0.8899
N 2.4746 6.9282 5.7177
C 2.1762 6.0353 4.6963
C 0.9059 6.0357 4.1197
C 0.6564 5.2824 2.9929
C 1.6607 4.5052 2.4469
C 2.9096 4.4469 3.0352
C 3.1619 5.2023 4.1651
S 1.3055 3.7784 0.8212
O 2.5958 3.3784 0.2860
O -0.0806 5.0227 -1.4724
N 0.5900 2.3645 1.2995
C -0.6346 2.2468 1.7577
N -1.0015 0.9689 2.0144
C -2.1929 0.7525 2.5083
C -3.0886 1.7847 2.7655
C -2.6419 3.0540 2.4320
N -1.4455 3.3059 1.9463
H 1.6797 7.2431 6.2517
H 3.2662 6.6763 6.2867
H 0.1316 6.6522 4.5526
H -0.3191 5.2653 2.5316
H 3.6692 3.8218 2.5916
H 4.1358 5.1719 4.6328
H -2.4488 -0.2858 2.6920
H -4.0645 1.6009 3.1850
H -3.2788 3.9247 2.5553
C -3.5609 -3.1771 -0.6550
C -2.4409 -2.6597 -1.5800
C -2.7585 -3.0312 -3.0282
O -2.3515 -1.2551 -1.4263
C -1.1720 -0.9089 -0.7138
C -0.6307 -2.3034 -0.2754
O -1.1825 -3.1779 -1.2419
C 0.8519 -2.6582 0.0883
O 1.3741 -1.7581 0.9675
C 0.8539 -3.9829 0.8894
C 1.9865 -4.2358 1.6591
C 2.0412 -5.3257 2.5070
C 0.9643 -6.1927 2.5972
C -0.1479 -5.9718 1.8063
C -0.2035 -4.8786 0.9555
C 1.7504 -2.9425 -1.1183
C 1.5019 -4.0517 -1.9236
C 2.3676 -4.3803 -2.9510
C 3.5014 -3.6176 -3.1784
C 3.7521 -2.5160 -2.3795
C 2.8875 -2.1809 -1.3506
C -0.3715 0.1657 -1.5450
O 0.9327 0.1952 -1.1613
C -1.0584 1.5180 -1.3132
C -2.4217 1.6411 -1.0717
C -2.9818 2.8882 -0.8778
C -2.2083 4.0337 -0.9545
C -0.8665 3.9203 -1.2868
C -0.2919 2.6654 -1.4481
C -0.4205 -0.1152 -3.0473
C -0.9629 0.7880 -3.9536
C -0.8969 0.5433 -5.3136
C -0.2973 -0.6087 -5.7899
C 0.2224 -1.5237 -4.8910
C 0.1656 -1.2750 -3.5317
H -4.5002 -2.7177 -0.9531
H -3.3564 -2.9041 0.3765
H -3.6334 -4.2584 -0.7334
H -3.6994 -2.5771 -3.3244
H -2.8237 -4.1128 -3.1025
H -1.9673 -2.6692 -3.6770
H -1.4423 -0.3803 0.2070
H -1.1497 -2.4699 0.6882
H 2.8047 -3.5344 1.6132
H 2.9225 -5.4976 3.1107
H 0.9916 -7.0312 3.2808
H -0.9874 -6.6535 1.8559
H -1.0838 -4.7372 0.3485
H 0.6198 -4.6496 -1.7538
H 2.1626 -5.2433 -3.5712
H 4.1864 -3.8856 -3.9729
H 4.6334 -1.9152 -2.5556
H 3.0753 -1.3214 -0.7267
H -3.0437 0.7619 -1.0517
H -4.0373 2.9656 -0.6596
H -2.6449 5.0071 -0.7604
H -0.6120 5.8139 -1.3195
H 0.7565 2.5969 -1.6903
H -1.4356 1.6938 -3.6070
H -1.3166 1.2649 -6.0009
H -0.2469 -0.7940 -6.8539
H 0.6767 -2.4387 -5.2442
H 0.5785 -1.9801 -2.8325
S 1.2563 1.1821 5.2423
C 1.7611 0.8065 3.7813
N 2.1934 0.5423 2.7219
```

=====

[2]
Molecular formula: C42H37BiBr2N3SSe
Method: DFT, ωB97M-V/def2-TZVPD

DFT total energy = -270732.9733 eV
Multiplicity = 1
Energy relative to the best compared isomer or geometry (same formula, charge and spin) = 0.0 kcal/mol
Net charge = -1

The geometry in XYZ format:
```
87
C42H37BiBr2N3SSe | OMol25 | ωB97M-V/def2-TZVPD
Bi 0.2373 1.6899 -0.1448
S 1.3598 -1.0175 -3.4838
C 1.3001 -2.2369 -2.2671
C 2.1448 -3.3236 -2.0814
C 1.8894 -4.1663 -1.0178
C 0.7903 -3.9481 -0.1817
C -0.0429 -2.8648 -0.3648
C 0.2239 -1.9774 -1.4063
N -0.4981 -0.8398 -1.7046
C -0.0816 -0.2608 -2.7756
C -0.6346 0.9338 -3.4546
C -0.3916 1.0053 -4.8384
C -0.7061 2.1117 -5.5991
C -1.2692 3.2119 -4.9739
C -1.5569 3.1461 -3.6257
C -1.3143 2.0128 -2.8300
H 2.9839 -3.4949 -2.7430
H 2.5645 -4.9886 -0.8183
H 0.5996 -4.6341 0.6336
H -0.8944 -2.6860 0.2785
H 0.0635 0.1550 -5.3251
H -0.4893 2.1186 -6.6593
H -1.5043 4.1073 -5.5362
H -2.0165 4.0038 -3.1485
Br -0.8941 7.7655 2.7953
C -0.5995 6.0732 1.9773
C -0.2679 6.0542 0.5731
C 0.0059 4.8454 0.0305
N -0.0583 3.6726 0.7093
C -0.4758 3.6655 2.0703
C -0.6797 4.9485 2.7025
C -0.6932 2.4510 2.6438
C -1.1183 2.2255 4.0055
C -1.3149 0.9751 4.4496
Br -1.8575 0.6831 6.2471
C -1.1048 -0.1753 3.6138
C -0.6793 0.0551 2.3513
N -0.4823 1.2987 1.8397
H -0.2120 6.9614 -0.0066
H 0.3084 4.7667 -1.0105
H -0.9186 4.9847 3.7553
H -1.2541 3.0730 4.6611
H -1.2390 -1.1779 3.9870
H -0.4678 -0.7575 1.6684
C -3.3513 2.0749 0.4898
C -3.1599 1.6530 -0.9718
C -4.1999 2.4645 -1.7923
C -1.7320 2.1361 -1.3922
C -3.5016 0.1828 -1.1887
C -3.7614 -0.6837 -0.1323
C -4.1638 -1.9945 -0.3597
C -4.3097 -2.4719 -1.6515
C -4.0691 -1.6133 -2.7160
C -3.6920 -0.3026 -2.4844
H -3.1021 3.1318 0.6048
H -2.7103 1.5145 1.1661
H -4.3903 1.9309 0.7954
H -4.2578 3.4882 -1.4139
H -5.1860 2.0054 -1.7039
H -3.9453 2.5045 -2.8516
H -1.7803 3.2086 -1.1900
H -3.6405 -0.3581 0.8924
H -4.3752 -2.6424 0.4832
H -4.6066 -3.4983 -1.8276
H -4.1883 -1.9684 -3.7331
H -3.5322 0.3510 -3.3328
C 6.1311 -5.1119 2.8487
C 5.2473 -4.0039 2.3340
C 5.5313 -3.3447 1.1472
C 4.7372 -2.3055 0.6694
C 5.0992 -1.6397 -0.6278
C 3.6133 -1.8939 1.4077
Se 2.5673 -0.4112 0.7667
C 3.3063 -2.5602 2.6068
C 2.1317 -2.1714 3.4579
C 4.1245 -3.5991 3.0418
H 6.9191 -5.3462 2.1321
H 5.5583 -6.0231 3.0364
H 6.6079 -4.8273 3.7902
H 6.4047 -3.6441 0.5732
H 5.9648 -2.1221 -1.0875
H 5.3204 -0.5841 -0.4605
H 4.2555 -1.6738 -1.3200
H 1.3413 -1.7608 2.8376
H 2.4146 -1.3978 4.1770
H 1.7515 -3.0338 4.0109
H 3.8739 -4.1043 3.9721
```

=====

[3]
Molecular formula: C42H37BrCoN8O2SSb
Method: DFT, ωB97M-V/def2-TZVPD

DFT total energy = -185199.5941 eV
Multiplicity = 1
Energy relative to the best compared isomer or geometry (same formula, charge and spin) = 34.2 kcal/mol
Net charge = +2

The geometry in XYZ format:
```
93
C42H37BrCoN8O2SSb | OMol25 | ωB97M-V/def2-TZVPD
Co -0.9314 -1.5750 -1.6262
O -2.8636 -1.1279 1.5207
C -2.9985 0.1925 1.4137
C -3.0678 0.9847 2.5704
C -3.1818 2.3601 2.4881
C -3.2381 2.9820 1.2485
C -3.1953 2.2134 0.0979
C -3.0756 0.8333 0.1627
C -3.1696 0.0004 -1.0951
O -2.6426 -1.3048 -0.8808
N -2.4879 0.5151 -2.2640
N -1.1982 0.1520 -2.3914
C -0.3458 0.8286 -3.0663
C 0.9968 0.3513 -3.2920
Br 1.3507 -1.4187 -2.6363
C 1.9693 1.0047 -3.9336
C 1.8854 2.3951 -4.3927
C 2.3651 2.7216 -5.6626
C 2.2889 4.0257 -6.1190
C 1.7625 5.0195 -5.3032
C 1.3187 4.7094 -4.0253
C 1.3779 3.4025 -3.5685
H -2.7344 -1.4622 0.3531
H -3.0449 0.4681 3.5219
H -3.2275 2.9579 3.3898
H -3.3341 4.0572 1.1800
H -3.2658 2.7132 -0.8638
H -4.2268 -0.0789 -1.3714
H -2.8214 1.3281 -2.7596
H -0.6210 1.7816 -3.5081
H 2.8963 0.4762 -4.1338
H 2.7881 1.9499 -6.2942
H 2.6507 4.2713 -7.1080
H 1.7179 6.0404 -5.6574
H 0.9435 5.4904 -3.3778
H 1.0808 3.1678 -2.5523
N -0.0519 -2.8791 1.2373
C -0.4491 -3.7788 0.3629
N -0.4904 -5.0524 0.7376
C -0.9192 -5.9263 -0.1659
N -0.9687 -7.2092 0.1617
N -1.3281 -5.6010 -1.4286
C -1.2528 -4.3393 -1.7065
N -0.8113 -3.3625 -0.8940
C -1.6897 -3.8650 -3.0287
C -2.1444 -4.7131 -4.0159
C -2.5397 -4.1636 -5.2262
C -2.4667 -2.7908 -5.3991
C -2.0002 -2.0071 -4.3602
N -1.6166 -2.5349 -3.1972
H 0.1984 -3.1933 2.1630
H -0.0092 -1.8941 1.0108
H -0.6858 -7.5007 1.0818
H -1.2981 -7.8837 -0.5068
H -2.1815 -5.7745 -3.8199
H -2.9019 -4.7989 -6.0229
H -2.7666 -2.3244 -6.3262
H -1.9300 -0.9344 -4.4570
S 0.1963 0.3734 0.1154
Sb 1.1312 0.7018 2.1877
C 0.8508 -0.9274 3.4694
C 1.8775 -1.8589 3.6131
C 1.6654 -2.9965 4.3793
C 0.4354 -3.1983 4.9956
C -0.5819 -2.2619 4.8593
C -0.3768 -1.1220 4.0945
C 0.3388 2.3882 3.1249
C 0.0551 3.5078 2.3496
C -0.4024 4.6631 2.9636
C -0.5899 4.6902 4.3389
C -0.3131 3.5676 5.1080
C 0.1619 2.4121 4.5043
C 3.1984 0.9815 2.0268
C 3.9027 0.3462 1.0093
C 5.2803 0.4936 0.9408
C 5.9413 1.2757 1.8789
C 5.2324 1.9150 2.8869
C 3.8548 1.7692 2.9662
H 2.8400 -1.7006 3.1394
H 2.4595 -3.7213 4.5000
H 0.2727 -4.0855 5.5932
H -1.5345 -2.4193 5.3467
H -1.1749 -0.3993 3.9825
H 0.1904 3.4803 1.2745
H -0.6069 5.5453 2.3716
H -0.9467 5.5932 4.8162
H -0.4548 3.5945 6.1801
H 0.3913 1.5445 5.1121
H 3.3786 -0.2478 0.2681
H 5.8391 0.0020 0.1555
H 7.0154 1.3911 1.8218
H 5.7511 2.5289 3.6107
H 3.3045 2.2745 3.7518
```

=====

What is the formula in the third record? C42H37BrCoN8O2SSb